Below is a cluster of 2 separate species, C2H5IN2 in total, with properties calculated with the ωB97M-V functional and the def2-TZVPD basis.

Properties
- E (Ha) = -486.26646
- largest force on an atom (eV/Å) = 4.551
- relative energy (zero: lowest compared OMol25 entry of this formula, charge and spin) (kJ/mol) = 238.1

Each line ends with the natural charge from an NBO analysis.
Geometry (Å):
I -2.93105 -0.00620 0.21527  -0.250
N 0.64737 -0.85343 -0.29833  -0.148
N 0.09460 0.26991 -0.50980  -0.105
C 0.50637 1.57780 -0.03873  -0.486
C 0.04207 -1.86875 0.07096  -0.101
H 0.38814 -2.89645 -0.27695  0.196
H -0.30520 2.27332 -0.38183  0.253
H 1.58316 1.71112 -0.44746  0.232
H 0.83224 1.59477 1.08101  0.215
H -0.85770 -1.80209 0.58587  0.194